(1)
Here is a molecular structure, C21H22ClN4O2Pd in a non-equilibrium geometry from the Open Molecules 2025 dataset. Energies are from the ωB97M-V functional and the def2-TZVPD basis.

Geometry (Å):
1 Pd 0.0985 -0.1965 -0.0503
2 Cl 0.6319 1.7172 6.9173
3 C 0.2181 1.0710 5.3725
4 C -1.0667 0.5525 5.1492
5 C -1.4072 0.0709 3.9140
6 C -0.5026 0.0730 2.8250
7 O -0.9403 -0.3326 1.6747
8 C 0.8270 0.5497 3.0838
9 C 1.8834 0.5668 2.1254
10 N 1.9102 -0.0562 0.9898
11 C 2.9821 0.0004 0.0846
12 C 4.2777 0.3282 0.4161
13 C 5.2753 0.4104 -0.5684
14 C 4.9910 0.1606 -1.8817
15 C 3.6895 -0.2381 -2.2552
16 C 3.3282 -0.5538 -3.5832
17 C 2.0559 -0.9707 -3.8639
18 C 1.1290 -1.0715 -2.8177
19 N 1.4304 -0.7664 -1.5748
20 C 2.6867 -0.3383 -1.2647
21 C 1.1372 1.0655 4.3615
22 H -1.7843 0.5470 5.9585
23 H -2.3992 -0.3148 3.7204
24 H 2.7521 1.1599 2.4120
25 H 4.5437 0.5225 1.4466
26 H 6.2817 0.6761 -0.2748
27 H 5.7535 0.2479 -2.6449
28 H 4.0697 -0.4654 -4.3676
29 H 1.7552 -1.2290 -4.8689
30 H 0.1260 -1.4367 -2.9994
31 H 2.1356 1.4407 4.5504
32 C -1.4777 2.6994 0.4166
33 N -0.9223 3.5581 -0.6250
34 C -1.2538 4.9753 -0.5384
35 C -0.0511 2.9781 -1.4981
36 O 0.2018 1.7467 -1.4037
37 N 0.5827 3.6791 -2.4789
38 C 0.4194 5.0546 -2.9321
39 C 1.5271 2.9726 -3.3388
40 H -2.2395 3.2478 0.9611
41 H -0.7077 2.3844 1.1246
42 H -1.9503 1.8185 -0.0125
43 H -1.9297 5.1206 0.2976
44 H -1.7731 5.3251 -1.4303
45 H -0.3734 5.5920 -0.3524
46 H -0.2646 5.6323 -2.3336
47 H 0.0576 5.0553 -3.9630
48 H 1.3917 5.5509 -2.9184
49 H 1.6769 1.9648 -2.9802
50 H 2.4812 3.5041 -3.3388
51 H 1.1486 2.9369 -4.3634

## Properties
Highest occupied orbital energy (alpha / beta), Eh: -0.3902 / -0.3881
Charge: +1
ΔE to the lowest compared entry with this formula, charge and spin, kJ/mol: 197.61
HOMO-LUMO gap (alpha / beta), eV: 6.1 / 6.0

=====

(2)
Here is 2 unconnected molecules or ions with the total composition CH7OS in a non-equilibrium geometry from the Open Molecules 2025 dataset. Energies are from the ωB97M-V functional and the def2-TZVPD basis.

Geometry (Å):
1 O 1.5340 -0.7146 -1.5922
2 H -1.3036 0.0060 -0.7056
3 H 2.3373 -1.1788 -1.4841
4 H 1.5574 -0.1428 -2.3594
5 C 0.3757 0.9794 0.6649
6 S -1.1343 -0.0807 0.6524
7 H 0.1934 1.7814 -0.0514
8 H 1.3118 0.5077 0.3996
9 H 0.3983 1.5087 1.6125
10 H -0.4139 -1.1780 0.4714

## Properties
Highest occupied orbital energy, Eh: -0.5866
Charge: +1
ΔE to the lowest compared entry with this formula, charge and spin, kJ/mol: 42.29
HOMO-LUMO gap, eV: 11.7

=====

(3)
Here is 2 unconnected molecules or ions with the total composition H4NO2SSi in a non-equilibrium geometry from the Open Molecules 2025 dataset. Energies are from the ωB97M-V functional and the def2-TZVPD basis.

Geometry (Å):
1 N -1.6630 1.7022 -0.1259
2 O 0.8360 -0.7732 -1.3461
3 O -2.9766 -0.3467 -0.1417
4 Si 1.4465 -0.7578 0.0270
5 S -1.6147 0.1671 -0.3141
6 H -0.8355 2.0963 -0.3234
7 H 1.8386 -2.0504 0.4123
8 H 2.5694 0.3683 0.7121
9 H 0.3991 -0.4059 1.0998

## Properties
Highest occupied orbital energy, Eh: -0.1743
Charge: -1
ΔE to the lowest compared entry with this formula, charge and spin, kJ/mol: 184.45
HOMO-LUMO gap, eV: 8.3